[1]
The following is a quantum chemistry calculation of C29H40N2O2P3Tl as an isolated structure in a non-equilibrium geometry, from OMol25.

```
77
Properties=species:S:1:pos:R:3:mulliken_charge:R:1
Tl -0.963 0.172 -0.808 2.838
P 1.747 -0.176 1.284 0.947
P -2.387 -1.644 -0.211 0.692
P -0.017 2.048 -1.842 0.567
O -1.099 -0.309 -4.733 -0.631
O -2.737 -2.240 -3.768 -0.755
N -2.779 0.843 -1.882 -0.133
N 1.127 -0.126 -0.193 -0.899
C 0.952 3.135 -0.767 -0.998
C 3.457 3.365 2.574 -0.660
C 1.077 3.596 2.871 -0.534
C 3.390 -0.976 1.085 -0.203
C 2.361 4.126 2.974 -0.589
C 5.426 -1.824 2.111 -0.701
C -1.847 -3.347 -0.556 -1.204
C 1.981 1.529 1.956 0.205
C 3.269 2.082 2.072 -0.482
C 0.278 -0.829 3.624 -0.286
C -5.054 0.485 -2.507 -1.353
C -3.794 -1.260 -1.227 -1.340
C 0.054 -3.530 2.997 -0.549
C 3.865 -1.395 -0.167 -0.351
C 5.110 -2.021 -0.273 -0.503
C -2.793 -1.652 1.564 -1.055
C -1.578 2.963 -2.239 -1.415
C 0.883 2.313 2.369 -0.228
C -3.915 2.524 -3.124 -0.937
C -3.886 0.026 -1.851 0.822
C -5.060 1.716 -3.152 -0.354
C -0.370 -1.693 4.498 -0.676
C -0.483 -3.045 4.188 -0.541
C 0.819 -1.298 2.417 0.748
C 0.699 -2.667 2.115 -0.897
C 0.894 1.905 -3.398 -1.232
C 5.888 -2.235 0.862 -0.398
C 4.186 -1.201 2.224 -0.288
C -2.786 2.063 -2.452 0.918
H -2.625 -4.060 -0.228 0.372
H 2.512 5.132 3.365 0.382
H -0.416 -0.920 -5.054 0.301
H -1.431 3.638 -3.099 0.477
H 6.031 -1.992 3.002 0.375
H 1.181 4.091 -1.270 0.594
H -4.725 -1.829 -1.098 0.258
H -0.028 -4.593 2.758 0.383
H 1.891 2.625 -0.502 0.200
H -0.371 -1.035 -1.824 0.230
H 0.373 0.222 3.900 0.303
H 0.398 3.329 0.166 0.177
H 3.828 -0.887 3.205 0.398
H 1.122 2.908 -3.807 0.447
H 3.267 -1.241 -1.064 0.367
H -3.520 -2.444 -4.307 0.274
H -5.963 2.056 -3.664 0.402
H -0.129 1.911 2.288 0.273
H 6.858 -2.726 0.778 0.369
H -5.946 -0.147 -2.499 0.424
H 0.218 4.194 3.185 0.411
H -1.891 -1.888 2.152 0.228
H -3.900 3.517 -3.591 0.428
H -0.809 -0.400 -2.440 -0.226
H -3.570 -2.410 1.766 0.471
H -0.785 -1.309 5.434 0.401
H 1.133 -3.056 1.190 0.564
H 4.465 3.776 2.653 0.403
H -3.165 -0.660 1.859 0.296
H -1.782 3.602 -1.357 0.375
H -1.807 -0.936 -4.417 0.355
H -1.348 0.955 0.369 -0.820
H 0.273 1.330 -4.107 0.241
H 4.143 1.507 1.763 0.353
H -0.989 -3.721 4.880 0.357
H -0.908 -3.561 -0.018 0.227
H 5.472 -2.348 -1.250 0.383
H -3.121 -1.951 -2.893 0.321
H -1.688 -3.464 -1.639 0.387
H 1.839 1.363 -3.221 0.295
```

## Properties
- spin multiplicity = 1
- M (Da) = 745.96
- E_HOMO (eV) = -6.089
- DFT total energy (hartree) = -2585.2634
- HOMO-LUMO gap (hartree) = 0.242
- charge = 0

---

[2]
The following is a quantum chemistry calculation of C39H43Br2IN9SrTe as an isolated structure, from OMol25.

```
96
Properties=species:S:1:pos:R:3:mulliken_charge:R:1
I 6.549 1.256 0.378 0.052
Te -2.073 -2.868 1.210 -0.091
Sr -0.227 -0.269 0.450 1.101
Br 1.891 -0.926 3.399 0.017
Br 1.862 -4.096 2.690 -0.113
N -0.644 -0.815 -2.793 -0.063
N -1.412 1.658 -0.613 2.635
N 0.781 -0.467 -4.436 -1.242
N 0.474 -0.392 -2.251 0.036
N -1.416 -1.208 -4.967 -0.858
N -0.973 1.364 2.168 1.083
N -0.425 -0.831 -4.068 1.304
N 0.781 -2.819 -0.718 1.319
N 2.275 1.001 0.607 1.274
C 0.387 2.361 3.974 1.907
C -0.568 1.427 3.499 -1.684
C 2.723 2.908 -0.765 -1.367
C 4.429 -2.296 -0.582 -0.782
C 1.847 2.047 -0.114 -0.922
C 0.808 2.334 5.298 -0.941
C -1.444 -3.680 -0.771 -0.104
C -1.763 -6.112 -0.964 -0.817
C 4.834 -2.795 -1.814 -0.696
C 3.588 0.804 0.716 -0.469
C 0.023 -3.871 -0.767 -0.084
C 2.134 -2.896 -1.059 -0.770
C 0.992 3.366 3.035 -1.227
C -2.142 -0.473 4.013 -0.764
C 4.521 1.627 0.112 -0.796
C -1.086 0.503 4.438 1.511
C -2.275 -4.868 -0.958 -0.492
C 1.871 -2.740 4.062 -0.684
C 4.084 2.696 -0.653 -0.513
C -3.893 1.023 -3.289 -0.739
C -3.266 1.553 -4.412 -1.450
C -3.989 0.489 -0.844 -1.162
C 1.331 -0.205 -3.254 -0.557
C -2.029 2.160 -4.255 -0.653
C -2.737 3.771 -0.164 -2.100
C -0.115 2.976 -2.874 -0.911
C -1.412 2.235 -3.009 1.592
C 3.886 -3.343 -2.667 -0.811
C 0.309 1.407 6.200 -0.802
C -0.644 0.502 5.755 -0.862
C -1.662 2.475 1.653 0.408
C -1.914 2.598 0.322 -0.839
C 0.514 -5.236 -0.774 -0.612
C 3.094 -2.338 -0.213 0.345
C -0.340 -6.280 -0.845 -0.398
C -3.297 1.081 -2.036 1.474
C 2.551 -3.396 -2.298 0.172
C -2.018 1.673 -1.867 -2.444
C -2.292 3.483 2.595 -2.062
H 0.061 -7.287 -0.812 0.380
H 1.416 2.861 2.169 0.093
H -1.725 -1.232 3.345 -0.390
H -3.803 3.683 0.087 0.336
H -0.204 3.778 -2.134 0.287
H -1.537 2.614 -5.111 0.344
H -2.261 -0.735 -4.640 0.280
H 4.794 3.351 -1.141 0.423
H 1.782 3.933 3.533 0.415
H 1.810 -3.803 -2.976 0.536
H 0.765 2.198 -0.163 1.116
H -1.871 4.491 2.500 0.320
H -2.683 3.884 -1.248 0.431
H -4.870 0.559 -3.384 0.380
H -2.936 0.023 3.452 0.250
H -2.397 4.714 0.275 0.433
H -3.355 -0.250 -0.347 -0.017
H 2.757 -2.884 4.666 0.488
H -2.173 3.184 3.635 0.405
H -4.203 1.248 -0.088 0.176
H -3.340 -4.699 -1.052 0.484
H -1.722 -2.859 -1.428 -0.071
H -2.398 -6.984 -1.042 0.373
H 0.646 1.397 7.229 0.368
H 0.967 -2.850 4.648 0.350
H -1.070 -0.218 6.447 0.339
H -4.924 0.006 -1.133 0.446
H -1.156 -0.762 -5.842 0.357
H 1.552 3.055 5.621 0.317
H -3.749 1.524 -5.383 0.284
H 0.675 2.314 -2.528 -0.157
H 0.192 3.407 -3.829 0.457
H 4.184 -3.725 -3.636 0.364
H 2.349 0.124 -3.131 0.549
H 5.876 -2.751 -2.106 0.403
H -3.367 3.584 2.409 0.475
H 5.160 -1.870 0.096 0.466
H 2.771 -1.959 0.748 0.070
H -2.569 -0.989 4.875 0.368
H 2.331 3.731 -1.346 0.550
H 3.904 -0.032 1.328 0.579
H 1.580 -5.401 -0.692 0.468
H 0.255 4.069 2.643 0.124
```

## Properties
- energy relative to the best compared isomer or geometry (same formula, charge and spin) (kJ/mol) = 90.92
- spin multiplicity = 1
- M (Da) = 1139.77
- E_HOMO (eV) = -2.180
- DFT total energy (hartree) = -7749.2471
- HOMO-LUMO gap (hartree) = 0.144
- charge = -1

---

[3]
The following is a quantum chemistry calculation of C32H30N9O4S3Sn as an isolated structure in a non-equilibrium geometry, from OMol25.

```
79
Properties=species:S:1:pos:R:3:mulliken_charge:R:1
Sn -1.441 -0.569 -0.061 0.875
S -2.647 0.905 1.689 -0.824
S 1.180 -0.034 2.454 1.384
S -2.244 1.601 -2.303 -0.337
O -0.019 -0.252 3.220 -0.690
O -3.498 -1.868 -0.798 -0.677
O -0.354 -2.302 -4.003 -0.734
O 2.306 -0.869 2.788 -0.807
N -0.890 2.928 -0.519 -0.194
N -2.122 -3.718 -4.052 0.181
N 1.207 -0.340 -1.288 0.106
N 0.226 2.307 -2.523 0.223
N 2.591 5.726 2.258 -0.631
N 0.750 -0.134 0.902 0.046
N -1.928 -2.091 1.809 0.577
N 2.939 0.240 0.231 -0.180
N -1.912 -2.075 -2.375 0.140
C 0.934 3.970 2.354 -0.630
C -3.857 -3.470 -2.481 -1.257
C 3.438 -0.185 -2.056 -1.132
C 4.254 3.397 -2.327 -0.600
C -3.018 -0.257 2.911 1.292
C 3.524 3.308 -1.156 -0.376
C -1.398 -2.630 -3.467 0.022
C -0.853 2.288 -1.700 0.038
C 1.624 1.692 2.564 -0.730
C -2.678 -1.635 2.826 -0.619
C -4.114 -0.680 5.036 -0.705
C -1.517 -4.376 -5.183 -1.003
C 3.275 3.414 2.428 -0.999
C 0.613 2.630 2.475 -0.384
C -2.043 -4.302 2.658 -0.995
C -3.094 -2.418 -1.846 0.612
C -2.810 -3.883 3.709 -0.887
C -3.314 -4.096 -3.544 0.184
C 1.668 -0.081 -0.046 0.214
C 2.950 2.073 2.533 -0.054
C 3.795 0.177 -0.767 -0.328
C 2.270 4.377 2.328 1.032
C 2.310 2.745 -3.562 -0.521
C -3.701 0.188 4.029 -0.686
C 2.189 2.950 -1.175 1.409
C -3.126 -2.518 3.853 0.856
C 1.556 2.675 -2.385 0.111
C -1.580 -3.356 1.728 1.025
C -0.670 -3.760 0.616 -1.464
C -3.852 -2.023 4.951 -0.891
C 2.082 -0.415 -2.262 -0.288
C 3.641 3.098 -3.532 -0.664
H -3.916 1.244 4.101 0.443
H -1.152 -3.619 -5.878 0.296
H 4.311 3.724 2.416 0.374
H -1.182 -3.648 -0.340 0.173
H -1.788 -5.345 2.532 0.479
H -0.413 2.293 2.493 0.584
H 0.193 -3.096 0.603 0.134
H 3.522 5.934 1.936 0.217
H -0.656 -4.969 -4.863 0.285
H 3.701 1.303 2.569 0.476
H 1.835 2.500 -4.502 0.420
H -4.805 -3.757 -2.061 0.470
H 0.003 1.854 -3.402 0.252
H 1.878 6.316 1.858 0.221
H -0.059 3.192 -0.016 0.105
H -4.660 -0.286 5.884 0.362
H -0.331 -4.788 0.730 0.512
H 0.151 4.714 2.280 0.220
H -1.709 2.724 0.043 0.272
H 4.162 -0.256 -2.852 0.426
H 5.297 3.675 -2.298 0.405
H -4.180 -2.710 5.722 0.348
H 1.687 2.815 -0.230 -1.320
H 3.992 3.492 -0.203 0.462
H -3.173 -4.589 4.444 0.387
H 1.671 -0.681 -3.229 0.523
H -3.801 -4.929 -4.037 0.288
H -2.242 -5.022 -5.680 0.321
H 4.816 0.429 -0.507 0.448
H 4.206 3.131 -4.450 0.373
```

## Properties
- spin multiplicity = 1
- M (Da) = 819.56
- E_HOMO (eV) = -3.741
- DFT total energy (hartree) = -3440.2759
- HOMO-LUMO gap (hartree) = 0.228
- charge = -1

---

[4]
The following is a quantum chemistry calculation of the molecule C4H12N2 in a non-equilibrium geometry, from OMol25.

```
18
Properties=species:S:1:pos:R:3:mulliken_charge:R:1
N 0.250 -1.218 -0.872 -0.440
N 0.775 1.662 0.035 -0.399
C -0.412 1.203 -0.745 -0.688
C -0.814 -0.260 -0.492 -0.641
C 0.650 1.595 1.492 -0.857
C -0.001 -2.611 -0.463 -0.862
H 0.687 -3.296 -0.954 0.298
H -0.268 1.310 -1.816 0.387
H -1.248 1.823 -0.526 0.393
H 0.637 0.546 1.781 0.245
H -1.748 -0.495 -1.031 0.419
H 0.116 -2.725 0.609 0.312
H 1.121 -0.881 -0.412 0.279
H 1.017 2.615 -0.242 0.243
H -0.258 2.118 1.829 0.292
H -1.012 -2.959 -0.749 0.304
H 1.548 1.943 1.999 0.351
H -1.038 -0.371 0.558 0.363
```

## Properties
- energy relative to the best compared isomer or geometry (same formula, charge and spin) (kJ/mol) = 99.97
- spin multiplicity = 1
- M (Da) = 88.15
- E_HOMO (eV) = -8.584
- DFT total energy (hartree) = -269.0783
- HOMO-LUMO gap (hartree) = 0.356
- charge = 0

---

[5]
The following is a quantum chemistry calculation of a 20-piece molecular cluster, C7H57O22P2 overall in a non-equilibrium geometry, from OMol25.

```
88
Properties=species:S:1:pos:R:3:mulliken_charge:R:1
P 1.112 3.646 -0.366 0.174
P 0.104 -1.086 0.260 0.784
O 1.516 -1.443 0.182 -0.839
O 1.532 3.595 2.893 -0.545
O 4.274 0.912 0.227 -0.642
O 0.692 -5.223 -3.198 -0.610
O -7.078 -2.754 1.411 -0.609
O -2.434 -2.062 3.713 -0.654
O 6.314 11.010 1.784 -0.612
O 3.639 3.701 -2.420 -0.579
O 4.012 -2.415 4.891 -0.637
O 3.957 5.996 -0.411 -0.574
O -0.098 -0.284 1.617 -0.390
O -0.145 -2.908 -7.016 -0.589
O -0.734 -2.426 0.207 -0.111
O -5.576 -5.307 0.516 -0.628
O 0.420 -2.558 -4.030 -0.544
O 1.782 -3.387 3.099 -0.919
O -2.313 -6.144 0.884 -0.665
O -2.456 -1.041 -4.957 -0.653
O -4.786 -4.421 -2.145 -0.639
O 4.389 9.152 0.454 -0.637
O 0.547 -5.818 2.119 -0.630
O -1.631 5.398 3.392 -0.620
C -2.111 -2.373 -0.265 -0.157
C -2.204 -2.692 -1.743 -1.119
C 0.280 2.451 -1.483 -0.736
C 0.840 1.036 -1.231 -0.821
C -1.044 1.883 2.088 -1.205
C -0.253 -0.051 -1.169 -0.517
C -1.355 0.422 1.803 0.112
H 4.257 4.132 -1.812 0.328
H 3.139 -2.694 4.584 0.373
H -7.687 -3.339 1.875 0.316
H -5.815 -4.401 0.281 0.344
H -1.807 0.010 2.694 0.568
H 1.757 4.508 3.110 0.274
H -2.299 -5.229 0.583 0.319
H 1.421 1.011 -0.319 0.042
H 1.253 -2.883 -3.674 0.232
H -1.672 2.281 2.874 0.486
H -2.525 5.092 3.202 0.325
H 4.241 1.027 1.184 0.317
H 0.465 2.768 -2.501 0.520
H 3.556 0.296 0.030 0.348
H -2.026 -2.130 2.842 0.271
H 0.847 -4.947 2.422 0.435
H 0.144 -3.252 -4.640 0.292
H 1.686 2.918 0.680 0.136
H -0.032 1.959 2.450 0.091
H 4.156 6.824 0.052 0.324
H 1.524 0.795 -2.030 0.494
H 0.044 -5.912 -3.382 0.308
H 6.349 11.936 1.520 0.314
H 4.018 3.862 -3.291 0.270
H -2.592 -1.412 -0.099 0.094
H -0.118 -0.694 -2.032 0.282
H -2.033 0.333 0.964 0.041
H -7.137 -1.918 1.884 0.300
H -1.266 0.330 -1.244 0.676
H -5.571 -4.044 -2.556 0.271
H 0.579 -3.123 -7.613 0.295
H -2.736 -1.739 -5.559 0.316
H 7.030 10.916 2.422 0.309
H 4.634 -2.900 4.339 0.298
H 0.661 -5.126 -2.239 0.288
H 1.453 -2.580 2.684 0.392
H -5.114 -5.179 -1.640 0.325
H -1.624 -1.371 -4.591 0.300
H 2.074 4.332 -1.126 0.100
H -1.069 4.886 2.801 0.301
H -1.586 -6.190 1.520 0.327
H -2.332 -1.748 -2.256 0.384
H 0.133 4.508 0.131 0.156
H 0.308 -6.282 2.930 0.331
H -0.571 -2.144 -7.419 0.308
H 5.168 9.366 -0.072 0.311
H 3.214 5.633 0.079 0.257
H -2.157 -2.870 4.159 0.309
H 1.419 3.174 3.755 0.292
H 2.484 -3.683 2.505 0.325
H -2.671 -3.085 0.328 0.613
H -3.027 -3.365 -1.949 0.164
H -1.160 2.447 1.165 0.183
H -4.876 -5.204 1.170 0.291
H 4.346 9.870 1.096 0.320
H -1.265 -3.115 -2.084 0.320
H -0.782 2.533 -1.292 0.604
```

## Properties
- spin multiplicity = 1
- M (Da) = 555.46
- E_HOMO (eV) = -12.672
- DFT total energy (hartree) = -2638.6733
- HOMO-LUMO gap (hartree) = 0.361
- charge = +1

---

[6]
The following is a quantum chemistry calculation of a 2-piece molecular cluster, C32H53FN2O overall, from OMol25.

```
89
Properties=species:S:1:pos:R:3:mulliken_charge:R:1
F -6.479 0.189 -1.754 -0.437
O 6.425 1.010 -2.244 -0.416
N -2.588 -3.489 -2.700 -0.612
N -2.886 -1.259 -4.407 -0.675
C -6.277 0.091 2.432 -0.407
C -5.107 0.859 3.063 -0.984
C -3.786 0.699 2.314 -0.795
C -6.183 -1.437 2.571 -1.042
C -5.519 -0.715 -2.009 0.250
C 7.125 2.039 -1.545 -0.349
C -4.718 -0.513 -3.073 -0.588
C 5.536 -2.104 0.772 -0.852
C 6.723 3.352 -2.206 -0.659
C 5.859 -1.492 2.153 -0.684
C -5.406 -1.814 -1.129 0.438
C -4.426 -2.713 -1.392 -0.281
C -3.708 -1.445 -3.339 0.757
C -1.968 -2.163 -4.588 -0.263
C 2.285 -0.484 -0.665 -1.011
C -5.569 -2.177 1.380 -0.562
C 1.941 0.921 -1.166 0.387
C -3.561 -2.561 -2.484 0.288
C -3.741 1.522 1.020 0.156
C 4.744 -1.568 3.191 -0.279
C 5.296 3.042 -2.654 -0.284
C -0.906 2.497 1.008 -0.640
C 1.309 1.830 -0.107 -0.977
C -2.069 3.469 0.735 -0.926
C -6.322 -1.952 0.055 -1.200
C 4.403 -3.012 3.584 -1.301
C -3.447 3.014 1.246 -1.024
C 5.421 1.586 -3.081 -0.302
C 4.083 -1.993 0.322 -0.758
C 3.689 -0.573 -0.078 0.447
C -0.211 1.939 -0.241 -0.548
C -1.817 -3.285 -3.728 -0.290
H -4.701 1.413 0.510 0.195
H -7.199 0.430 2.905 0.315
H 6.151 -1.591 0.028 0.347
H -2.151 3.676 -0.333 0.383
H 5.848 -3.149 0.753 0.397
H 3.368 -3.108 3.910 0.317
H -5.608 -1.682 3.468 0.402
H 6.828 2.019 -0.490 0.197
H -1.297 -2.046 -5.432 0.404
H 4.496 1.022 -2.953 0.196
H 3.943 -2.639 -0.552 0.427
H 5.047 -3.340 4.401 0.385
H 2.219 -1.195 -1.494 0.430
H 1.556 -0.813 0.082 0.344
H -6.972 -2.810 -0.132 0.394
H -4.846 0.352 -3.708 0.492
H -0.148 3.026 1.592 0.603
H 1.726 2.837 -0.192 0.331
H 3.856 -1.037 2.845 0.121
H -5.567 -3.245 1.606 0.397
H -3.553 3.251 2.307 0.413
H -0.616 0.959 -0.509 0.262
H 3.750 0.073 0.805 0.180
H -6.965 -1.080 0.116 0.503
H 6.722 -2.023 2.567 0.420
H -2.969 1.036 2.961 0.415
H -5.375 1.918 3.104 0.362
H 6.188 -0.458 2.027 0.236
H -7.184 -1.846 2.735 0.394
H 8.195 1.839 -1.605 0.307
H 1.573 1.474 0.893 0.426
H 6.795 4.201 -1.529 0.357
H -1.031 -4.005 -3.924 0.429
H 4.608 3.131 -1.809 0.008
H 1.271 0.842 -2.026 0.555
H -4.287 -3.570 -0.746 0.449
H -4.990 0.531 4.099 0.390
H 3.396 -2.363 1.085 0.327
H 7.356 3.550 -3.073 0.262
H 5.081 -1.040 4.085 0.456
H 5.735 1.499 -4.127 0.306
H 2.857 1.374 -1.552 -0.803
H -4.208 3.601 0.728 0.336
H -1.245 1.672 1.633 0.305
H -4.525 -1.892 1.252 0.397
H -3.002 1.090 0.343 0.100
H -1.835 4.425 1.208 0.332
H -0.426 2.595 -1.088 0.197
H -6.328 0.367 1.377 0.201
H 4.412 -0.212 -0.815 -0.271
H -3.591 -0.352 2.107 0.343
H 4.563 -3.699 2.754 0.319
H 4.936 3.685 -3.456 0.431
```

## Properties
- spin multiplicity = 1
- M (Da) = 500.79
- E_HOMO (eV) = -9.227
- DFT total energy (hartree) = -1535.7228
- HOMO-LUMO gap (hartree) = 0.333
- charge = 0